Formula: C4H7NS
Source: OMol25
Level of theory: ωB97M-V/def2-TZVPD

Results
Energy above the lowest of the compared OMol25 structures with the same formula, charge and spin = 91.1 kcal/mol
Net charge = 0
Largest force on an atom = 4.5 eV/Å
Orbital gap = 9.77 eV
DFT total energy = -16582.9813 eV
E_HOMO = -9.2 eV

XYZ file:
```
13
Properties=species:S:1:pos:R:3:forces:R:3
C 2.601 0.742 -0.406 1.26 -2.86 -1.49
C 1.871 -0.323 0.454 1.45 -3.40 -2.27
C -0.846 0.737 0.403 -0.09 -1.87 1.16
C -2.249 0.335 -0.033 3.69 1.92 0.05
H 2.369 1.634 0.176 0.26 0.99 -1.51
H 2.024 0.298 -1.516 1.99 2.75 2.94
H 3.936 0.552 -0.534 -4.42 0.64 0.65
H 1.784 -0.428 1.533 1.11 0.60 0.10
H 2.382 -1.287 -0.060 -1.18 1.39 2.00
H -1.023 0.545 1.542 1.05 1.44 -1.73
H -0.209 1.608 -0.017 -2.23 -0.87 1.02
N -3.284 -0.039 -0.300 -1.84 -0.64 -0.42
S 0.216 -0.725 -0.096 -1.04 -0.08 -0.50
```
Forces are in eV/Å.